# 1
142
Properties=species:S:1:pos:R:3:forces:R:3 method="wB97M-V/def2-TZVPD" lumo_ev=-4.355 total_charge=+1 orbital_gap_ev=5.20 multiplicity=1
C 2.6686 3.5571 -0.6455 0.68 0.59 -0.19
C 2.5433 4.5133 -1.9922 0.09 -0.54 0.76
C 1.2972 4.0566 -2.9854 0.63 1.07 -0.60
C 1.5150 2.5665 -3.6403 0.19 0.83 -0.63
C 0.0943 1.6947 -3.7784 1.34 1.22 -0.99
N 0.3915 0.2788 -3.2641 -1.44 2.42 4.96
C 0.4657 0.2943 -1.8701 0.97 -4.29 -3.73
C 0.8380 -1.2568 -1.4929 -1.03 0.41 1.50
C 2.2270 -1.4363 -0.6413 0.19 1.23 1.26
C 2.2284 -0.4304 0.6952 1.14 -0.19 -0.97
C 3.7353 -0.6137 1.3646 -0.51 1.14 -0.39
C 4.9237 0.1723 0.5141 0.32 -0.62 -0.04
C 6.2279 -0.8277 0.5108 1.02 -0.03 0.06
C 6.2725 -1.8930 -0.7360 -1.20 0.63 -0.83
O 6.2026 -3.3009 -0.2207 2.59 -0.37 -2.73
C 7.2200 -4.0908 -0.9550 5.46 -0.89 3.46
C 6.8746 -4.7426 -2.4403 0.05 0.53 0.57
O 8.4246 -4.2596 -0.3468 -8.12 1.07 -4.32
C 0.6400 -2.1476 -2.8942 -0.52 0.19 2.58
S 2.2251 -3.2109 -2.9876 -0.61 -0.31 -0.72
C -0.7228 -2.9990 -2.5167 -3.44 -2.87 0.30
C -0.6333 -4.6241 -2.1304 -4.02 2.52 0.07
C -2.0352 -5.3671 -1.7206 0.53 2.67 -0.49
N -3.4126 -4.7719 -1.6484 5.22 3.38 -1.82
C -3.4815 -3.3168 -2.0159 2.63 -0.37 -0.17
C -2.2517 -2.3240 -2.4475 1.13 -4.25 0.94
C 0.5922 -1.0157 -4.0787 3.08 0.99 -0.31
C 1.9997 -0.6518 -4.8898 0.99 -0.24 -1.09
C 2.2934 -1.7119 -6.1482 0.43 -0.40 0.80
C 3.8839 -2.2278 -6.1267 -0.63 -1.17 1.33
S 4.8118 -1.8240 -7.7122 1.22 1.22 2.13
C 6.0534 -0.4933 -7.1779 0.30 1.34 -0.12
S 6.0684 0.9436 -8.1003 0.14 -2.86 1.84
N 6.9874 -0.6416 -5.9922 0.65 0.46 1.62
C 7.7015 -1.8561 -5.4153 1.67 3.46 3.21
C 8.5788 -1.2513 -4.1554 -3.89 1.48 -4.35
N 8.2964 0.2486 -4.0632 -3.33 -2.96 -4.74
C 7.3182 0.5897 -5.1773 2.93 -3.58 2.32
P -0.8239 -1.0517 -5.3777 -2.65 0.54 -1.32
O -0.4004 -0.0743 -6.7997 -0.41 -2.13 1.33
Cl -1.1468 -3.0694 -6.0988 1.08 1.52 0.54
H 1.7200 3.6454 0.0375 1.72 -0.40 -1.40
H 2.9300 2.4465 -0.9533 -0.73 2.14 0.73
H 3.5877 3.9444 -0.0031 -1.94 -0.85 -1.35
H 3.5829 4.4184 -2.5547 -2.28 0.35 0.98
H 2.4092 5.6306 -1.6001 0.20 -2.44 -1.15
H 1.3024 4.8339 -3.8891 -0.17 -1.65 1.99
H 0.2608 4.1877 -2.4541 1.99 -0.44 -0.82
H 2.3441 1.9947 -3.0422 -1.78 0.85 -1.06
H 1.9457 2.7511 -4.7383 -0.91 -0.60 2.44
H -0.7280 2.1601 -3.0882 1.49 -1.01 -1.59
H -0.1717 1.7265 -4.9236 0.11 -0.41 2.48
H 0.3344 1.1896 -1.1180 0.27 -1.66 -2.07
H -0.0280 -1.6684 -0.7872 1.79 1.16 -1.27
H 3.1887 -1.1041 -1.2591 -2.22 -1.05 1.18
H 2.3482 -2.5312 -0.1819 -0.36 2.41 -1.42
H 2.1943 0.6883 0.3043 -0.24 -2.19 1.02
H 1.3506 -0.6775 1.4439 1.83 0.57 -1.56
H 3.6925 -0.0944 2.4140 0.21 -1.48 -1.79
H 4.0221 -1.7482 1.3849 -0.68 2.16 0.31
H 5.2513 1.1869 1.0058 -0.87 -2.03 -0.80
H 4.5811 0.4401 -0.5922 0.74 -0.68 2.20
H 7.2398 -0.1963 0.4862 -2.27 -1.36 0.03
H 6.2501 -1.4692 1.5162 -0.06 1.45 -2.24
H 7.1821 -1.7442 -1.4752 -1.66 -0.26 1.80
H 5.2983 -1.7754 -1.4158 1.95 -0.05 1.41
H 6.0383 -5.5746 -2.3801 1.63 1.89 0.13
H 7.8528 -5.2476 -2.8669 -2.03 1.30 1.02
H 6.4995 -3.8435 -3.1232 0.83 -2.00 1.38
H 2.2901 -4.0310 -1.8500 -0.76 1.18 -0.93
H 0.3617 -5.2409 -2.1161 -2.22 1.46 -0.15
H -1.9397 -6.5175 -1.4138 -0.43 2.88 -0.79
H -4.5635 -2.8122 -1.9754 2.64 -1.41 -0.10
H -2.4390 -1.1842 -2.6800 0.36 -2.64 0.49
H 2.9172 -0.6384 -4.1617 -1.85 -0.11 -1.17
H 1.9684 0.4170 -5.4018 -0.40 -2.11 1.40
H 2.0108 -1.2331 -7.2035 0.57 -1.14 2.52
H 1.6590 -2.6743 -5.9090 1.15 1.90 -0.85
H 4.4501 -1.8639 -5.1424 -1.09 -0.58 -2.34
H 3.8745 -3.4168 -6.0491 0.02 2.60 -0.23
H 7.6396 -2.9539 -5.8159 -0.05 2.69 0.60
H 9.3139 -1.8273 -3.4315 -1.78 1.47 -1.79
H 6.8676 1.6662 -5.4012 1.20 -2.88 0.49
H -1.1108 -0.2402 -7.4944 1.10 0.17 1.31
O -6.9417 -0.2936 -0.6339 -0.75 -3.55 -0.17
P -7.1090 -0.6659 0.8596 2.00 6.59 0.38
N -8.2964 0.5041 1.1369 -1.73 1.43 0.51
C -8.0993 1.9357 1.1729 0.32 0.34 -0.29
C -9.6180 0.1788 0.5967 0.03 -0.61 0.06
N -5.5166 -0.2202 1.2823 1.82 -0.37 -0.46
C -5.1062 0.8942 2.1235 0.02 -0.51 0.71
C -4.4910 -0.4151 0.2565 -0.26 -0.04 -0.40
N -7.3013 -1.0940 2.5767 -0.90 -3.00 0.36
C -7.7215 -2.4958 2.6866 0.40 -0.32 0.39
C -7.9717 -0.3240 3.6218 -0.63 0.45 -0.30
H -8.8990 2.4053 1.7604 -0.07 -0.18 -0.18
H -8.0911 2.3800 0.1712 0.01 0.16 0.02
H -7.1845 2.2235 1.6819 0.16 -0.17 -0.10
H -10.0923 -0.5862 1.2206 -0.11 -0.13 -0.02
H -9.5517 -0.2111 -0.4242 -0.04 0.10 -0.02
H -10.2976 1.0380 0.5768 0.37 -0.04 0.17
H -5.1346 1.8398 1.5763 0.00 0.11 -0.08
H -4.0761 0.7551 2.4737 -0.04 -0.09 -0.17
H -5.6925 0.9894 3.0341 -0.24 -0.03 -0.11
H -4.4910 0.4104 -0.4697 0.04 -0.09 -0.11
H -4.6512 -1.3550 -0.2814 -0.08 0.34 0.06
H -3.4881 -0.4846 0.6944 -0.21 0.10 0.30
H -8.7716 -2.6132 2.3944 0.00 -0.17 0.15
H -7.5921 -2.8782 3.7040 -0.07 0.11 -0.04
H -7.1147 -3.1269 2.0292 0.01 0.06 -0.11
H -9.0623 -0.3419 3.5188 -0.03 0.07 0.11
H -7.6486 0.7182 3.6598 -0.07 -0.15 -0.32
H -7.7289 -0.7375 4.6083 0.16 -0.37 -0.28
O -0.9488 2.5083 3.9212 -1.61 -3.14 -0.97
P -1.2544 1.9250 5.3225 3.64 5.70 1.70
N -2.1524 3.2700 5.8128 -1.46 1.69 0.73
C -1.6343 4.5869 6.1084 0.40 0.32 -0.21
C -3.4914 3.3619 5.2275 -0.05 -0.59 -0.01
N 0.3802 1.9065 5.8132 1.53 -0.71 -0.59
C 1.0020 2.7270 6.8419 -0.11 -0.60 0.66
C 1.3728 1.6649 4.7652 -0.16 0.10 -0.44
N -1.6057 1.2545 6.9335 -1.63 -2.72 -0.21
C -2.3395 -0.0081 6.7877 0.32 -0.46 0.35
C -2.1221 1.9601 8.1040 -0.49 0.63 -0.18
H -2.3275 5.1168 6.7747 -0.10 -0.12 -0.21
H -1.4860 5.1883 5.2044 0.05 0.15 0.05
H -0.6983 4.5591 6.6579 0.11 -0.18 -0.14
H -4.1520 2.6292 5.7033 -0.15 -0.12 -0.03
H -3.4767 3.1556 4.1524 -0.01 0.10 -0.04
H -3.9551 4.3447 5.3671 0.34 -0.15 0.16
H 1.2118 3.7354 6.4762 0.01 0.10 -0.07
H 1.9585 2.2926 7.1569 -0.11 -0.05 -0.19
H 0.4182 2.7919 7.7568 -0.22 0.04 -0.12
H 1.5898 2.5836 4.2016 0.03 -0.11 -0.10
H 1.0227 0.8991 4.0656 -0.02 0.29 0.04
H 2.3155 1.2877 5.1793 -0.22 0.13 0.29
H -3.3765 0.1754 6.4830 -0.06 -0.19 0.11
H -2.3405 -0.5850 7.7179 -0.04 0.13 -0.02
H -1.8683 -0.6353 6.0240 0.03 0.07 -0.11
H -3.1829 2.2145 8.0036 -0.02 0.05 0.11
H -1.5707 2.8751 8.3300 -0.09 -0.09 -0.34
H -2.0186 1.3327 8.9977 0.09 -0.33 -0.35



# 2
70
Properties=species:S:1:pos:R:3:forces:R:3 method="wB97M-V/def2-TZVPD" lumo_ev=0.814 orbital_gap_ev=9.48 multiplicity=1
C 5.6665 -1.7745 3.2807 0.39 0.32 -0.52
C 5.6550 -0.6632 2.2282 0.25 0.30 0.28
C 4.7014 0.5028 2.5263 -0.30 -0.54 -0.49
C 3.3726 -0.0109 3.0587 0.49 -0.22 -0.17
O 2.3388 0.9333 2.8051 0.35 0.83 0.56
O 1.4540 0.4021 1.8674 -0.37 -0.68 -0.74
C 0.3303 -0.0131 2.5386 1.50 0.24 -1.67
O 0.0869 0.2865 3.6316 -0.88 0.73 3.44
O -0.3740 -0.7511 1.7406 -0.70 -0.64 -1.03
C -1.6356 -1.1500 2.2900 -0.51 -0.71 -0.64
H 4.7717 -2.3817 3.2675 -0.28 -0.07 0.18
H 5.8372 -1.3370 4.2601 -0.14 -0.11 0.27
H 6.5065 -2.4285 3.0686 0.09 -0.23 0.06
H 5.4424 -1.0290 1.2243 -0.09 -0.23 0.10
H 6.6678 -0.2681 2.1992 0.17 0.13 -0.18
H 5.1475 1.2594 3.1640 0.00 0.01 0.29
H 4.4577 0.9849 1.5833 0.11 0.22 -0.16
H 3.1227 -0.9453 2.5670 -0.12 -0.09 -0.24
H 3.4245 -0.2391 4.1199 -0.24 0.23 0.28
H -2.2724 -1.3582 1.4449 -0.04 0.06 -0.35
H -2.1218 -0.3847 2.8649 0.20 0.27 0.32
H -1.5537 -2.0844 2.8312 0.37 0.00 0.41
C 2.8390 -4.2851 -4.2067 0.18 0.06 0.00
O 3.4400 -3.1443 -4.7901 -0.24 -0.14 0.09
C 2.5163 -2.1338 -5.1806 0.23 0.26 -0.24
C 2.6258 -0.9133 -4.2879 -0.01 -0.22 0.22
N 2.1240 -1.1865 -2.9464 0.13 0.12 -0.09
C 2.4267 -0.1467 -1.9638 -0.11 -0.27 0.10
C 3.8934 0.1458 -1.6518 -0.12 0.29 0.14
O 4.5703 -0.9028 -0.9799 0.03 0.00 -0.20
C 5.0837 -1.9267 -1.8136 0.00 -0.07 0.28
H 3.6028 -5.0579 -4.1310 0.03 0.04 -0.03
H 2.4660 -4.0744 -3.1989 -0.13 -0.06 -0.02
H 2.0210 -4.6639 -4.8256 -0.04 0.00 0.04
H 1.4915 -2.5148 -5.2096 0.00 -0.05 0.14
H 2.7884 -1.8385 -6.1982 -0.03 -0.01 0.00
H 2.0445 -0.0972 -4.7273 0.01 0.02 0.02
H 3.6812 -0.6119 -4.2758 0.01 0.07 -0.17
H 2.5185 -2.0583 -2.6201 -0.02 -0.02 0.00
H 1.9478 -0.4486 -1.0289 0.01 0.10 0.03
H 1.9425 0.7830 -2.2787 0.05 0.02 -0.04
H 3.9082 0.9935 -0.9612 0.00 -0.03 0.02
H 4.4591 0.4657 -2.5349 0.00 -0.15 -0.07
H 5.3920 -1.5461 -2.7899 -0.07 -0.01 -0.04
H 4.3547 -2.7314 -1.9384 0.03 -0.02 -0.19
H 5.9556 -2.3556 -1.3174 0.01 0.07 0.03
C -8.5090 1.5747 0.1507 0.13 -0.08 -0.12
O -7.4972 2.1236 -0.6729 -0.19 0.02 0.22
C -7.1890 3.4844 -0.3896 0.23 0.11 -0.33
C -5.8182 3.6175 0.2440 -0.10 -0.22 0.17
N -5.8036 3.0838 1.6012 0.13 0.02 -0.14
C -4.4693 2.9452 2.1814 -0.23 -0.11 0.12
C -3.4833 1.9950 1.5045 0.26 0.14 0.18
O -3.8329 0.6236 1.5942 -0.25 0.22 -0.25
C -4.7502 0.1651 0.6162 0.04 -0.15 0.21
H -8.7963 0.6144 -0.2755 0.04 0.02 -0.04
H -8.1500 1.4014 1.1707 -0.12 0.06 0.07
H -9.3912 2.2200 0.1804 0.00 0.01 0.06
H -7.9604 3.9515 0.2291 0.01 -0.10 0.10
H -7.1735 4.0076 -1.3500 -0.02 0.02 0.02
H -5.5402 4.6752 0.2731 0.03 0.00 0.01
H -5.1057 3.0956 -0.4076 0.01 0.12 -0.13
H -6.2479 2.1756 1.6011 -0.03 0.01 0.01
H -4.6084 2.5954 3.2074 0.08 0.02 0.01
H -4.0122 3.9373 2.2468 0.03 0.00 -0.07
H -2.5321 2.0898 2.0377 -0.02 -0.03 0.01
H -3.2754 2.2720 0.4647 -0.14 -0.05 -0.05
H -4.6350 0.6916 -0.3337 -0.05 0.06 0.01
H -5.7793 0.2557 0.9719 -0.07 0.06 -0.16
H -4.5588 -0.8965 0.4490 0.06 0.02 0.02



# 3
41
Properties=species:S:1:pos:R:3:forces:R:3 method="wB97M-V/def2-TZVPD" lumo_ev="2.307 / 2.306" total_charge=-1 orbital_gap_ev="2.66 / 2.65" multiplicity=1
C 1.6545 2.6127 -0.2531 -0.18 0.73 -0.36
C 2.3179 1.4330 -0.6466 0.69 -0.53 0.49
C 1.7927 0.9781 -1.8790 0.00 0.32 -0.62
H 3.1381 0.9465 -0.0844 -0.71 0.36 -0.37
C 0.8290 1.9261 -2.3192 -0.32 0.41 1.10
C 0.7112 2.9321 -1.2867 0.77 -1.24 -0.32
H 0.0898 3.8026 -1.3310 -0.23 0.34 -0.01
H 1.8758 3.2251 0.6496 -0.22 -0.67 -0.82
H 2.1713 0.1453 -2.4982 -0.25 0.45 0.62
H 0.2871 1.9254 -3.2718 0.19 -0.06 0.44
C -0.1790 -2.3373 1.5072 -3.36 -0.87 -1.07
C 0.9057 -1.7918 2.1393 1.79 1.32 1.63
C 0.4616 -0.6966 3.0729 -2.02 -3.93 -0.13
H 1.9632 -2.0759 2.0056 -0.65 0.18 0.13
C -1.0522 -0.7411 2.9162 1.61 1.75 2.12
C -1.3931 -1.7467 2.0442 -0.08 -1.44 -2.56
H -2.4270 -2.0208 1.7587 0.76 0.09 0.10
H -0.2168 -3.1890 0.7981 0.24 0.65 0.52
H 0.8701 -0.7240 4.1009 -0.08 0.58 -0.56
H -1.6776 -0.1018 3.5608 0.10 -0.65 -0.33
Sr -0.2413 0.7087 0.3255 0.06 -1.63 0.31
O -1.4258 -0.8869 -1.9421 -0.12 1.17 -1.97
C -0.7467 -1.5753 -2.9915 -4.36 3.71 0.16
C -1.9402 -0.7039 -3.4084 1.67 -1.29 1.97
H 0.1140 -1.1616 -3.3122 3.23 0.89 -0.58
H -0.9450 -2.5524 -2.9882 -0.16 -3.90 -0.05
H -1.7545 0.2054 -3.9775 0.33 0.19 0.74
H -3.9708 0.2352 -4.9982 0.00 -0.02 0.01
C -4.2476 -0.6490 -4.4335 0.65 -0.63 0.58
C -3.2826 -1.2425 -3.5598 -2.43 -0.46 -0.42
C -3.7159 -2.3467 -2.7956 0.68 -0.04 0.02
H -3.0057 -2.7677 -2.0755 -0.37 0.13 -0.18
C -4.9761 -2.9088 -2.9400 -0.26 0.33 -0.54
H -5.2677 -3.7836 -2.3473 0.16 0.42 -0.25
C -5.8716 -2.3503 -3.8692 0.12 0.22 0.23
H -6.8566 -2.7873 -3.9998 0.09 0.02 0.02
C -5.5284 -1.1996 -4.5890 0.48 -0.22 0.10
H -6.2376 -0.7449 -5.2972 0.38 -0.25 0.45
S 3.4378 1.9465 2.9012 1.75 0.49 0.60
C 2.0907 1.1846 2.7042 -3.65 -1.03 -1.10
N 0.9969 0.6686 2.4683 3.71 4.15 -0.11



# 4
6
Properties=species:S:1:pos:R:3:forces:R:3 method="wB97M-V/def2-TZVPD" lumo_ev="-1.302 / -1.303" orbital_gap_ev="7.22 / 7.22" multiplicity=1
C 1.5936 -0.1748 -0.1502 -0.59 -0.74 -0.05
C -1.5767 0.1211 0.1296 0.92 0.58 0.26
Br 1.9901 1.4325 -0.9195 0.27 0.59 -0.14
Br -3.0055 -0.1799 -0.9580 -0.73 -0.33 -0.31
I 3.0298 -0.8787 1.1558 0.29 0.08 0.19
I -1.7555 -0.6378 2.0503 -0.17 -0.17 0.05